[1]
The following is a quantum chemistry calculation of a structure of composition C3H5N3OS in a non-equilibrium geometry, from OMol25.

The geometry in XYZ format:
```
13
Properties=species:S:1:pos:R:3:mulliken_charge:R:1
C 0.338 0.903 0.709 -0.328
C -0.613 0.088 1.069 0.117
C -0.646 -0.795 0.046 0.561
H 1.294 1.347 -2.222 0.309
H 2.468 0.291 -1.515 0.317
H 1.164 1.694 1.158 0.264
H -1.648 -1.505 2.359 0.160
H -2.179 -1.614 -1.339 0.382
N 1.894 1.185 -1.367 -0.694
N 0.803 0.692 -0.494 0.696
N 0.188 -0.461 -0.919 -0.842
O -1.681 -1.753 -0.137 -0.641
S -1.383 -0.072 2.652 -0.303
```

Properties
- ΔE to the lowest compared entry with this formula, charge and spin (eV) = 5.597
- LUMO level (eV) = -0.023
- F_max (hartree/bohr) = 0.20971
- HOMO-LUMO gap (eV) = 8.400
- E_HOMO (eV) = -8.423

---

[2]
The following is a quantum chemistry calculation of an isolated molecule of C3H5N3OS in a non-equilibrium geometry, from OMol25.

The geometry in XYZ format:
```
13
Properties=species:S:1:pos:R:3:mulliken_charge:R:1
C 2.920 -0.515 0.224 -0.618
N 1.603 -0.166 -0.327 0.322
N 1.150 1.053 -0.272 -0.502
C -0.082 0.936 0.028 0.204
N -1.002 1.966 0.307 -0.580
C -0.597 -0.457 -0.027 0.402
S -2.263 -0.844 -0.023 -0.338
O 0.430 -1.138 0.056 -0.277
H 3.538 0.352 -0.178 0.310
H 2.850 -0.719 1.439 0.262
H 3.561 -1.365 -0.246 0.246
H -1.904 1.595 0.000 0.246
H -0.980 2.979 -0.394 0.322
```

Properties
- ΔE to the lowest compared entry with this formula, charge and spin (eV) = 5.092
- LUMO level (eV) = -0.106
- SMILES = Cn1nc(N)c(=S)o1
- F_max (hartree/bohr) = 0.09982
- HOMO-LUMO gap (eV) = 8.489
- E_HOMO (eV) = -8.595

---

[3]
The following is a quantum chemistry calculation of an isolated molecule of C3H5N3OS, from OMol25.

The geometry in XYZ format:
```
13
Properties=species:S:1:pos:R:3:mulliken_charge:R:1
C -0.598 -3.236 0.324 -0.662
N -0.454 -1.941 0.975 -0.387
N 0.083 -0.962 0.207 0.403
C 1.358 -0.483 0.169 0.038
N 1.433 0.760 -0.162 -0.454
C 0.128 1.194 -0.288 0.203
S -0.441 2.667 -0.698 -0.349
O -0.730 0.162 0.015 -0.279
H 0.356 -3.691 -0.001 0.268
H -1.110 -3.925 0.996 0.321
H -1.203 -3.115 -0.589 0.251
H -0.091 -1.954 1.917 0.227
H 2.185 -1.135 0.364 0.418
```

Properties
- ΔE to the lowest compared entry with this formula, charge and spin (eV) = 3.499
- LUMO level (eV) = -0.066
- SMILES = CNn1cnc(=S)o1
- F_max (hartree/bohr) = 0.01543
- HOMO-LUMO gap (eV) = 8.432
- E_HOMO (eV) = -8.499

---

[4]
The following is a quantum chemistry calculation of an isolated molecule of C3H5N3OS in a non-equilibrium geometry, from OMol25.

The geometry in XYZ format:
```
13
Properties=species:S:1:pos:R:3:mulliken_charge:R:1
N -2.192 -0.835 0.261 -0.413
C -0.986 -1.502 -0.160 0.056
N 0.172 -0.890 -0.311 -0.440
C 0.693 0.357 0.036 0.384
C -0.121 1.582 -0.204 0.078
O -1.406 1.553 -0.323 -0.615
N 1.962 0.742 0.277 -0.385
S 3.251 -0.421 -0.144 -0.124
H -2.030 0.197 0.729 0.292
H -3.032 -1.219 0.020 0.184
H -0.852 -2.522 -0.548 0.366
H 0.455 2.445 -0.067 0.436
H 4.085 0.513 0.433 0.182
```

Properties
- ΔE to the lowest compared entry with this formula, charge and spin (eV) = 3.906
- LUMO level (eV) = -0.826
- SMILES = N/C=N\C(C=O)=N/S
- F_max (hartree/bohr) = 0.12499
- HOMO-LUMO gap (eV) = 7.750
- E_HOMO (eV) = -8.576

---

[5]
The following is a quantum chemistry calculation of an isolated molecule of C3H5N3S in a non-equilibrium geometry, from OMol25.

The geometry in XYZ format:
```
12
Properties=species:S:1:pos:R:3:mulliken_charge:R:1
C 0.145 1.725 -0.057 -1.028
C 0.398 0.364 0.098 0.730
N 1.605 -0.263 0.112 -0.591
C 1.207 -1.589 0.037 -0.105
N -0.122 -1.806 -0.068 -0.907
N -0.586 -0.592 0.055 0.752
S -2.215 -0.390 0.106 -0.205
H -0.036 2.368 0.972 0.228
H -0.841 1.947 -0.744 0.260
H 1.072 2.259 -0.374 0.310
H 2.093 -2.327 0.173 0.336
H -2.720 -1.696 -0.311 0.220
```

Properties
- ΔE to the lowest compared entry with this formula, charge and spin (eV) = 2.586
- LUMO level (eV) = 0.531
- SMILES = Cc1ncnn1S
- F_max (hartree/bohr) = 0.12776
- HOMO-LUMO gap (eV) = 9.446
- E_HOMO (eV) = -8.914

---

[6]
The following is a quantum chemistry calculation of an isolated molecule of C3H5N3S in a non-equilibrium geometry, from OMol25.

The geometry in XYZ format:
```
12
Properties=species:S:1:pos:R:3:mulliken_charge:R:1
C 1.596 0.940 0.470 -0.074
C 0.903 -1.089 1.449 -0.479
C -0.456 -0.019 -0.315 -0.875
N 2.619 1.137 1.191 0.222
N 0.685 -0.131 0.599 0.091
N 3.556 0.680 1.814 -0.204
S 4.173 0.823 3.227 -0.145
H 1.370 1.687 -0.277 0.353
H 0.087 -1.832 1.408 0.147
H -1.202 -0.762 -0.039 0.303
H -0.909 0.970 -0.242 0.331
H -0.143 -0.195 -1.346 0.330
```

Properties
- ΔE to the lowest compared entry with this formula, charge and spin (eV) = 5.886
- LUMO level (eV) = -0.239
- F_max (hartree/bohr) = 0.02868
- HOMO-LUMO gap (eV) = 7.599
- E_HOMO (eV) = -7.839

---

[7]
The following is a quantum chemistry calculation of an isolated molecule of C3H5N3S in a non-equilibrium geometry, from OMol25.

The geometry in XYZ format:
```
12
Properties=species:S:1:pos:R:3:mulliken_charge:R:1
H -2.804 -0.272 0.209 0.225
N -2.312 0.598 -0.061 -0.706
C -1.063 0.319 -0.034 0.500
N -0.117 1.284 -0.228 -0.333
C 1.238 1.302 0.276 -0.416
C 1.849 -0.038 -0.080 0.055
N 1.224 -1.108 -0.195 -0.434
S -0.382 -1.283 0.110 -0.031
H -0.630 2.120 -0.308 0.240
H 1.231 1.527 1.317 0.270
H 1.716 2.236 -0.159 0.287
H 2.891 0.006 -0.402 0.343
```

Properties
- ΔE to the lowest compared entry with this formula, charge and spin (eV) = 1.547
- LUMO level (eV) = 0.758
- SMILES = [H]/N=C1/NCC=NS1
- F_max (hartree/bohr) = 0.04913
- HOMO-LUMO gap (eV) = 9.630
- E_HOMO (eV) = -8.872

---

[8]
The following is a quantum chemistry calculation of an isolated molecule of C3H5N3S in a non-equilibrium geometry, from OMol25.

The geometry in XYZ format:
```
12
Properties=species:S:1:pos:R:3:mulliken_charge:R:1
C 1.520 -0.222 0.349 -0.131
C 0.911 -1.478 0.127 0.029
C 1.215 1.006 -0.106 -0.645
N -0.288 -1.580 -0.227 -0.218
N -1.237 -0.765 -0.306 -0.165
N -2.685 1.016 -0.431 -0.484
S -2.104 0.130 0.602 0.262
H 2.526 -0.363 0.645 0.297
H 1.646 -2.297 0.083 0.297
H 0.182 1.248 -0.379 0.208
H 1.886 1.823 0.070 0.275
H -3.572 1.482 -0.428 0.275
```

Properties
- ΔE to the lowest compared entry with this formula, charge and spin (eV) = 5.450
- LUMO level (eV) = -0.314
- F_max (hartree/bohr) = 0.06966
- HOMO-LUMO gap (eV) = 7.948
- E_HOMO (eV) = -8.262

---

[9]
The following is a quantum chemistry calculation of an isolated molecule of C3H5N3S in a non-equilibrium geometry, from OMol25.

The geometry in XYZ format:
```
12
Properties=species:S:1:pos:R:3:mulliken_charge:R:1
C 1.753 0.170 0.061 -0.832
N 0.334 0.021 0.001 0.114
C -0.248 -1.123 -0.468 -0.136
N -1.577 -1.133 -0.379 -0.591
N -2.101 -0.032 0.069 0.317
S -3.499 0.609 0.115 -0.320
C -0.589 0.880 0.454 -0.137
H 1.986 1.393 0.039 0.252
H 2.089 -0.229 0.940 0.351
H 2.209 -0.355 -0.872 0.314
H 0.188 -2.147 -0.741 0.354
H -0.543 1.944 0.781 0.314
```

Properties
- ΔE to the lowest compared entry with this formula, charge and spin (eV) = 5.376
- LUMO level (spin up / spin down) (eV) = 0.085 / 0.084
- SMILES = Cn1cn[n+]([S-])c1
- F_max (hartree/bohr) = 0.18379
- HOMO-LUMO gap (spin up / spin down) (eV) = 7.047 / 7.045
- E_HOMO (spin up / spin down) (eV) = -6.962 / -6.961

---

[10]
The following is a quantum chemistry calculation of an isolated molecule of C3H5N3S in a non-equilibrium geometry, from OMol25.

The geometry in XYZ format:
```
12
Properties=species:S:1:pos:R:3:mulliken_charge:R:1
N 0.170 -1.357 -1.320 -0.981
N -0.090 -0.327 -0.460 0.450
C -1.279 -0.055 0.214 -0.138
C -1.030 1.084 1.014 -0.455
N 0.334 1.452 0.794 -0.659
C 0.901 0.536 0.044 0.639
S 2.532 0.370 -0.247 -0.344
H 0.627 -2.394 -0.773 0.274
H -0.942 -1.633 -1.800 0.304
H -2.097 -0.596 -0.102 0.361
H -1.690 1.604 1.716 0.357
H 2.563 1.316 0.920 0.191
```

Properties
- ΔE to the lowest compared entry with this formula, charge and spin (eV) = 3.862
- LUMO level (eV) = 0.416
- SMILES = Nn1ccnc1S
- F_max (hartree/bohr) = 0.10920
- HOMO-LUMO gap (eV) = 8.475
- E_HOMO (eV) = -8.059